{"formula": "C5H12N2O", "method": "wB97M-V/def2-TZVPD", "species": ["C", "C", "C", "C", "N", "C", "N", "O", "H", "H", "H", "H", "H", "H", "H", "H", "H", "H", "H", "H"], "coordinates": [[0.547165, -2.403001, 0.342282], [0.377515, -0.952220, 0.732208], [0.482342, -0.011427, -0.524404], [1.849587, 0.618812, -0.656840], [-0.526677, 1.056689, -0.492360], [-1.816454, 0.940273, -0.047655], [-2.385758, 2.135889, 0.366896], [-2.425060, -0.108616, -0.065057], [-0.222238, -2.687288, -0.390085], [1.481811, -2.667773, -0.154639], [0.382481, -3.087768, 1.174852], [1.233439, -0.691954, 1.371904], [-0.546513, -0.796186, 1.267324], [0.324832, -0.739360, -1.326119], [1.954265, 1.475147, 0.015479], [2.045601, 1.008850, -1.654731], [2.582298, -0.145038, -0.424252], [-0.159190, 1.978705, -0.590633], [-3.376796, 2.132996, 0.554843], [-1.802651, 2.943271, 0.500985]], "forces_ev_per_angstrom": [[-0.94, -0.79, -0.57], [1.49, 0.68, -0.29], [-1.03, -0.91, 0.87], [-0.09, 0.19, -0.15], [0.48, -0.17, -0.02], [-0.12, 0.32, -0.37], [0.32, -0.60, -0.28], [-0.23, -0.26, 0.23], [-0.03, 0.16, 0.11], [0.26, 0.31, 0.25], [0.26, 0.11, 0.15], [-0.38, 0.12, 0.28], [-0.18, -0.01, 0.07], [-0.24, 0.63, -0.54], [0.09, -0.25, 0.27], [-0.06, -0.14, -0.17], [0.34, 0.07, 0.02], [0.12, 0.37, 0.02], [0.34, 0.15, 0.03], [-0.40, 0.05, 0.09]], "de_lowest_kj_mol": 31.93, "spin_multiplicity": 1}

{"formula": "C3H3Br2NO", "method": "wB97M-V/def2-TZVPD", "species": ["O", "C", "N", "Br", "C", "C", "Br", "H", "H", "H"], "coordinates": [[0.020389, 3.338373, 0.914786], [0.653477, 2.421718, 0.639252], [1.233257, 1.586340, 0.003974], [2.341185, 0.227565, 0.431751], [-1.024607, -0.602256, -0.268617], [-0.331026, -1.687367, -0.531401], [-0.582305, -3.148768, 0.675518], [-0.816249, 0.273738, -0.959549], [-1.885749, -0.530504, 0.419666], [0.391632, -1.878837, -1.325383]], "forces_ev_per_angstrom": [[-0.96, 1.24, 1.24], [0.14, 0.08, -0.85], [0.79, -1.14, -0.59], [0.27, -0.07, 0.29], [-0.36, 1.64, -1.84], [-0.32, -0.68, 0.85], [0.19, -0.24, -0.32], [-0.52, -1.03, 1.00], [0.97, -0.10, -0.18], [-0.20, 0.30, 0.41]], "de_lowest_kj_mol": 134.49, "spin_multiplicity": 1}

{"formula": "C25H13AsF6IrN5O10S4", "method": "wB97M-V/def2-TZVPD", "species": ["Ir", "O", "As", "O", "O", "C", "C", "C", "C", "C", "C", "S", "O", "O", "O", "H", "H", "H", "H", "H", "S", "C", "C", "C", "C", "C", "C", "N", "C", "C", "C", "C", "C", "C", "C", "H", "H", "H", "H", "H", "H", "H", "H", "F", "C", "F", "F", "S", "O", "O", "N", "S", "O", "O", "C", "F", "F", "F", "N", "C", "C", "C", "N", "C", "N"], "coordinates": [[0.083805, -0.167300, 0.069511], [0.709894, -0.985070, -3.523585], [1.377087, 0.580754, -3.060933], [2.960709, 0.648860, -3.437728], [0.993219, 0.862551, -1.451627], [0.476508, 1.817899, -4.279069], [1.329766, 2.283190, -5.273077], [0.861174, 3.110748, -6.286613], [-0.473050, 3.473092, -6.332416], [-1.340451, 3.025637, -5.346075], [-0.859052, 2.218200, -4.328217], [-2.012796, 1.825975, -3.055983], [-1.580472, 0.306115, -2.875019], [-3.342813, 1.886126, -3.575879], [-1.705989, 2.557143, -1.869538], [1.460172, -1.576154, -3.668097], [2.366981, 1.975268, -5.230938], [1.546498, 3.461589, -7.047786], [-0.846329, 4.100277, -7.131459], [-2.389503, 3.286895, -5.358350], [-1.611903, -0.739230, 4.164546], [-1.529896, -2.333193, 3.475852], [-1.895888, -3.544719, 4.050001], [-1.790451, -4.684522, 3.277455], [-1.345012, -4.615693, 1.953738], [-0.978574, -3.414741, 1.383246], [-1.053397, -2.264954, 2.164708], [-0.727422, -0.972395, 1.775843], [-1.003791, -0.084161, 2.695045], [-0.801070, 1.310599, 2.362661], [-1.022136, 2.374665, 3.233676], [-0.792083, 3.661716, 2.788359], [-0.339554, 3.867537, 1.485612], [-0.119461, 2.807239, 0.619810], [-0.357884, 1.504238, 1.043706], [-2.260356, -3.590173, 5.067675], [-2.071321, -5.641023, 3.698280], [-1.292793, -5.518245, 1.360040], [-0.658636, -3.353377, 0.354626], [-1.363492, 2.193360, 4.246861], [-0.957331, 4.503876, 3.447685], [-0.154779, 4.877854, 1.140479], [0.232555, 2.979461, -0.386075], [3.738719, -1.178670, -1.343442], [3.535946, -2.481455, -1.348399], [3.220485, -2.875281, -2.587154], [4.651265, -3.108671, -0.977060], [2.154734, -2.930092, -0.215194], [1.035370, -2.139842, -0.702877], [2.041739, -4.346370, -0.316696], [2.650616, -2.526553, 1.221211], [2.543251, -1.117747, 1.896111], [1.985934, -1.191109, 3.207797], [2.071147, -0.055457, 1.007873], [4.305943, -0.654224, 2.170942], [4.858696, -1.516264, 3.022032], [5.000342, -0.663115, 1.041155], [4.353252, 0.564956, 2.701930], [-1.668151, -0.532739, -0.636380], [-2.159477, -0.440836, -1.806265], [-3.301859, -1.174426, -2.200438], [-3.747337, -1.232613, -3.545891], [-4.108248, -1.280342, -4.639259], [-3.984944, -1.968297, -1.241430], [-4.564036, -2.625422, -0.493044]], "forces_ev_per_angstrom": [[0.30, -0.13, 0.38], [-0.02, -0.02, -0.02], [0.12, -0.04, 0.09], [-0.02, -0.04, -0.05], [-0.21, 0.12, -0.15], [-0.02, -0.01, 0.03], [-0.02, 0.02, -0.02], [0.03, -0.02, 0.01], [-0.03, 0.00, 0.02], [0.00, 0.01, 0.00], [0.08, -0.03, 0.05], [0.01, -0.05, 0.04], [0.00, 0.03, -0.03], [-0.03, 0.02, -0.02], [-0.04, 0.02, -0.01], [0.03, 0.00, -0.01], [0.01, 0.00, 0.00], [0.00, 0.00, 0.00], [0.00, 0.00, 0.01], [-0.01, 0.01, -0.01], [0.01, -0.01, 0.00], [-0.01, -0.01, 0.00], [0.00, 0.01, 0.00], [0.00, -0.01, 0.00], [-0.01, 0.00, 0.00], [0.00, 0.00, 0.02], [0.00, 0.03, -0.01], [-0.02, 0.04, -0.01], [0.00, 0.03, -0.02], [-0.01, -0.03, 0.01], [0.00, 0.01, 0.00], [0.00, -0.01, -0.01], [0.00, 0.00, 0.01], [0.01, 0.00, -0.01], [-0.06, 0.00, -0.02], [0.00, 0.00, 0.00], [0.00, 0.00, 0.00], [0.01, 0.00, 0.00], [-0.01, 0.00, 0.00], [0.00, 0.00, 0.00], [0.00, 0.00, 0.00], [0.00, 0.00, 0.00], [0.00, -0.01, 0.01], [0.01, -0.03, 0.05], [0.01, 0.04, -0.03], [-0.02, 0.00, 0.00], [0.01, -0.01, 0.01], [-0.01, 0.01, 0.11], [0.05, 0.06, -0.16], [-0.01, -0.02, 0.02], [0.02, 0.03, -0.04], [-0.08, -0.09, 0.05], [0.01, 0.00, 0.00], [0.05, 0.10, -0.13], [0.01, 0.00, -0.01], [0.00, -0.01, 0.00], [-0.02, 0.00, -0.01], [-0.01, -0.01, 0.00], [-0.17, -0.11, -0.33], [0.20, 0.12, 0.22], [-0.14, -0.05, -0.05], [0.03, 0.10, 0.02], [-0.02, -0.07, 0.00], [0.01, 0.00, -0.01], [-0.01, 0.01, 0.00]], "s_squared": 0.7879, "de_lowest_kj_mol": 0.74, "charge": -1, "spin_multiplicity": 2}

{"formula": "C5H8N2S", "method": "wB97M-V/def2-TZVPD", "species": ["C", "C", "C", "S", "N", "N", "C", "C", "H", "H", "H", "H", "H", "H", "H", "H"], "coordinates": [[0.806003, 1.780135, -0.347467], [0.387160, 0.502692, 0.349452], [1.178193, -0.719454, -0.070589], [2.792062, -0.902642, 0.160972], [0.281729, -1.599855, -0.566683], [-1.059687, -1.181956, -0.677867], [-1.649187, -0.993790, 0.675854], [-1.041098, 0.165024, 0.029306], [0.215070, 2.701255, 0.024926], [1.885077, 1.958442, -0.207600], [0.558594, 1.701796, -1.385834], [0.522405, 0.571889, 1.452513], [0.548509, -2.348863, -1.157939], [-1.097029, -1.465518, 1.486485], [-2.717125, -1.078311, 0.721399], [-1.610681, 0.909152, -0.486926]], "forces_ev_per_angstrom": [[-0.12, 1.55, 1.06], [-0.22, 0.31, 1.23], [-0.39, -0.14, 0.03], [-0.13, -0.20, -0.30], [0.63, 0.59, 0.39], [-0.31, 0.94, 0.52], [0.30, -0.44, 0.11], [0.34, -0.80, -0.75], [0.94, -1.52, -0.29], [-0.50, 0.01, -0.18], [0.14, -0.06, -0.82], [-0.01, 0.20, -0.64], [0.23, -0.72, -0.30], [-0.11, 0.11, -0.06], [-0.31, -0.13, -0.07], [-0.47, 0.29, 0.05]], "de_lowest_kj_mol": 199.73, "spin_multiplicity": 1}